30
Properties=species:S:1:pos:R:3:forces:R:3 method="wB97M-V/def2-TZVPD" e_homo_ha=-0.3639 largest_force_ev_per_a=5.40 energy_ev=-20796.590 smiles=O.O.O.O.O.O.O.O.O.O e_above_lowest_ev=6.023 orbital_gap_ev=10.060
O -0.1144 -0.6822 0.7609 -0.1 0.2 2.2
H 0.2087 -0.4893 -0.1153 0.0 0.0 -0.6
H -0.2755 0.1937 1.1796 0.1 -1.5 -0.7
O -1.7455 1.1087 0.1703 3.3 3.1 -2.8
H -1.2558 1.5473 0.8403 0.1 0.6 1.0
H -2.3878 0.6075 0.5241 -3.6 -2.8 2.1
O -2.7550 -2.9804 -0.3428 -0.2 -1.4 0.4
H -2.6907 -3.9466 -0.3638 0.0 0.2 0.0
H -2.3519 -2.7300 -1.1505 0.6 0.7 -1.3
O -3.2534 2.1037 -1.4687 2.4 -2.0 -0.8
H -2.4805 2.6754 -1.4432 -0.4 0.0 0.1
H -4.0083 2.6006 -1.4339 -2.8 2.3 0.0
O 1.9756 -0.4370 -0.5546 0.6 1.8 1.4
H 2.6543 -1.1241 -0.6125 -0.6 0.2 0.3
H 1.8730 -0.1305 0.3992 0.6 -0.9 -1.9
O -3.8110 -1.8934 1.5609 0.2 -2.3 2.7
H -3.5503 -2.7763 2.0202 -0.2 2.6 -0.7
H -4.3347 -2.3167 0.8930 -0.5 0.3 -1.1
O 5.1930 -0.8112 -0.2526 -0.3 -0.2 0.4
H 4.5079 -0.8081 0.4428 0.7 0.0 -0.4
H 5.9345 -1.3216 0.1010 -0.3 0.1 0.0
O 2.1982 -2.7950 -1.2855 -3.4 -1.6 3.2
H 1.3264 -3.1651 -1.5618 1.4 0.6 0.0
H 2.7706 -2.7098 -1.9683 2.4 0.1 -3.7
O -0.1524 4.4502 -0.8498 -3.9 -1.0 1.5
H 0.6774 4.6109 -1.1792 3.1 0.0 -1.3
H -0.4165 3.5099 -0.9284 0.9 0.9 -0.1
O 2.4599 2.1583 2.2119 0.2 4.2 -0.1
H 2.1650 1.3120 2.2903 -1.1 -3.9 0.4
H 1.6729 2.6872 2.4666 0.9 -0.3 -0.3